48
Properties=species:S:1:pos:R:3 method="wB97M-V/def2-TZVPD" relative_energy_kcal_mol=15.8 s2=6.044 charge=+3 orbital_gap_ev="4.36 / 2.48" energy_ev=-44960.4496 lumo_ev="-10.96 / -12.77" spin_multiplicity=5
Ru 0.63607 -0.57867 0.07398
C 3.69387 -0.49537 4.52228
O 2.39357 -0.52457 3.91158
C 2.21877 -0.52487 2.63068
O 1.05747 -0.53947 2.17828
N 3.29147 -0.48037 1.79798
N 3.09747 -0.46727 0.39868
H 3.50367 -0.48637 5.59568
H 4.23877 0.41143 4.24858
H 4.26767 -1.39137 4.27268
H 4.23957 -0.53887 2.15928
H 3.50457 -1.31427 -0.02382
H 3.58307 0.34373 -0.00262
C 1.17357 -0.05117 -4.09092
C 0.40837 -1.06457 -4.66412
C -0.24863 -1.96717 -3.84432
C -0.15333 -1.83037 -2.45742
N 0.56447 -0.81377 -1.92042
C 1.22807 0.03153 -2.71272
C -0.74793 -2.67777 -1.43182
C -1.57273 -3.78427 -1.64132
C -2.08023 -4.47967 -0.55392
C -1.78423 -4.08487 0.74608
C -0.95373 -2.98657 0.97548
C -0.43963 -2.29487 -0.10282
H 1.71107 0.65473 -4.70362
H 0.33727 -1.14747 -5.73832
H -0.82703 -2.76907 -4.27222
H 1.81657 0.80393 -2.21882
H -1.81093 -4.10457 -2.64522
H -2.70383 -5.34827 -0.72082
H -2.18883 -4.63737 1.58278
H -0.72963 -2.69227 1.99728
N -3.55993 5.30913 1.43098
C -3.07203 4.83133 0.30288
S -3.40293 5.61843 -1.14552
C -2.20773 3.63143 0.29048
C -1.67753 3.17543 -0.92182
C -0.80903 2.10213 -0.93362
N -0.44153 1.45333 0.17658
C -0.97043 1.84923 1.33748
C -1.84713 2.92093 1.43968
H -4.13813 6.14223 1.41938
H -3.39883 4.89363 2.33758
H -1.92823 3.65663 -1.85472
H -0.38253 1.77293 -1.87382
H -0.67043 1.30223 2.22758
H -2.21823 3.17103 2.42098

15
Properties=species:S:1:pos:R:3 method="wB97M-V/def2-TZVPD" relative_energy_kcal_mol=44.6 charge=+1 orbital_gap_ev=9.53 energy_ev=-26862.8135 lumo_ev=-3.62 spin_multiplicity=1
C -1.51023 1.84589 -0.58270
C 2.09015 0.62505 0.48843
N 2.58456 0.71763 -0.57717
N -0.13755 -2.15739 0.93663
S -0.96479 0.12321 -1.28446
S 1.78600 -0.09033 1.88892
H -2.41712 2.36252 -0.80362
H -1.49686 1.51183 0.51578
H -0.70968 2.56421 -0.66771
H 2.87991 1.41927 -1.24871
H 0.54331 -1.60664 1.40878
H -0.50150 -1.68482 0.12093
H 0.41646 -2.91592 0.52893
H -0.89557 -2.53539 1.58470
H -1.66708 -0.17914 -2.30874

22
Properties=species:S:1:pos:R:3 method="wB97M-V/def2-TZVPD" relative_energy_kcal_mol=65.4 orbital_gap_ev=8.87 energy_ev=-35314.4483 smiles="C[SiH](C)[SiH3].[SiH2]=N[SiH3]" lumo_ev=-0.56 spin_multiplicity=1
C -1.21127 -1.58088 -0.82099
Si -1.86375 -0.11853 0.22518
C -0.96081 -0.07339 1.80247
Si -1.57397 1.99907 -0.74899
H -2.09384 -2.19828 -1.22963
H -0.75969 -1.04429 -1.61096
H -0.64285 -2.36558 -0.42394
H -3.31351 -0.12805 0.74525
H 0.11490 -0.00912 1.63726
H -1.29810 0.69701 2.46255
H -1.27208 -1.10744 2.28441
H -0.74898 1.95594 -1.90398
H -1.48720 3.06961 0.20937
H -2.63378 2.51253 -1.62128
Si 2.34812 1.43982 0.52905
N 2.57300 0.14087 -0.42662
Si 2.49473 -1.56426 -0.53545
H 1.54210 1.92513 1.58174
H 3.24121 2.43818 -0.14520
H 1.86827 -1.45988 -1.84857
H 3.72946 -2.38779 -0.81640
H 1.94804 -2.14067 0.65476